Record 1
{
  "formula": "C46H47AsBrDyN6O4S2",
  "method": "ωB97M-V with the def2-TZVPD basis set",
  "elements": ["Dy", "N", "C", "N", "C", "N", "C", "C", "N", "C", "C", "N", "H", "H", "H", "H", "H", "C", "O", "C", "C", "O", "C", "H", "H", "H", "H", "H", "H", "H", "H", "H", "H", "S", "C", "N", "C", "C", "C", "C", "C", "C", "S", "H", "H", "H", "H", "C", "C", "C", "C", "H", "H", "H", "H", "H", "H", "H", "H", "H", "C", "C", "C", "C", "C", "C", "As", "C", "C", "C", "C", "C", "C", "C", "C", "C", "C", "C", "C", "H", "H", "H", "H", "H", "H", "H", "H", "H", "H", "H", "H", "H", "H", "H", "Br", "C", "C", "C", "C", "C", "C", "C", "O", "O", "H", "H", "H", "H"],
  "coordinates": [[-18.73, -5.84, 5.62], [-16.89, -9.64, 4.45], [-17.26, -8.45, 3.99], [-17.84, -7.79, 5.00], [-17.77, -8.63, 6.04], [-17.22, -9.80, 5.76], [-18.01, -8.25, 7.41], [-17.84, -9.18, 8.44], [-17.98, -8.77, 9.68], [-18.32, -7.51, 9.95], [-18.55, -6.53, 8.93], [-18.38, -6.98, 7.68], [-16.67, -10.43, 3.84], [-17.09, -8.08, 2.98], [-17.65, -10.24, 8.22], [-18.39, -7.25, 10.99], [-18.95, -5.56, 9.10], [-26.67, -3.03, 5.01], [-26.27, -1.76, 5.57], [-25.86, -0.88, 4.52], [-24.65, -0.07, 4.99], [-23.55, -0.93, 5.19], [-22.35, -0.19, 5.30], [-27.59, -2.99, 4.46], [-26.76, -3.75, 5.85], [-25.91, -3.41, 4.28], [-26.69, -0.20, 4.30], [-25.56, -1.43, 3.62], [-24.83, 0.56, 5.89], [-24.38, 0.74, 4.23], [-22.25, 0.68, 4.64], [-21.54, -0.89, 5.13], [-22.14, 0.20, 6.27], [-21.69, -6.98, 5.32], [-21.31, -6.14, 3.90], [-20.06, -5.85, 3.51], [-19.94, -5.38, 2.19], [-18.81, -5.06, 1.47], [-19.02, -4.61, 0.16], [-20.24, -4.60, -0.50], [-21.39, -5.07, 0.20], [-21.24, -5.27, 1.54], [-22.49, -5.79, 2.63], [-17.81, -5.12, 1.87], [-18.13, -4.27, -0.37], [-20.19, -4.19, -1.53], [-22.35, -5.10, -0.21], [-21.30, -3.02, 8.41], [-19.92, -2.86, 7.75], [-19.45, -1.41, 7.47], [-20.03, -3.70, 6.51], [-21.32, -2.45, 9.40], [-21.65, -4.06, 8.53], [-22.09, -2.57, 7.83], [-19.10, -3.23, 8.38], [-20.34, -0.85, 7.00], [-18.63, -1.40, 6.76], [-19.23, -0.83, 8.37], [-19.97, -3.19, 5.52], [-20.68, -4.61, 6.54], [-25.45, -10.58, 8.32], [-26.45, -9.66, 8.67], [-26.17, -8.31, 8.75], [-24.85, -7.86, 8.59], [-23.88, -8.72, 8.12], [-24.15, -10.09, 7.95], [-23.97, -6.19, 9.29], [-25.58, -5.09, 9.48], [-26.52, -5.32, 10.52], [-27.58, -4.41, 10.66], [-27.76, -3.33, 9.77], [-26.85, -3.20, 8.71], [-25.84, -4.10, 8.52], [-23.79, -6.58, 11.19], [-23.64, -5.50, 12.07], [-23.47, -5.75, 13.44], [-23.59, -7.07, 13.95], [-23.66, -8.13, 13.05], [-23.68, -7.89, 11.67], [-25.68, -11.69, 8.18], [-27.46, -10.03, 8.79], [-26.96, -7.60, 8.91], [-22.95, -8.30, 7.73], [-23.32, -10.73, 7.54], [-26.35, -6.14, 11.19], [-28.30, -4.47, 11.43], [-28.59, -2.60, 9.92], [-26.99, -2.38, 8.03], [-25.13, -3.92, 7.69], [-23.74, -4.44, 11.72], [-23.30, -4.85, 14.02], [-23.57, -7.23, 15.01], [-23.52, -9.14, 13.41], [-23.80, -8.68, 10.92], [-11.82, -1.04, 4.35], [-13.14, -2.31, 4.39], [-13.30, -2.96, 5.63], [-14.36, -3.82, 5.82], [-15.18, -4.11, 4.75], [-14.97, -3.50, 3.51], [-13.92, -2.62, 3.29], [-16.46, -4.77, 5.00], [-16.66, -5.18, 6.21], [-17.34, -4.76, 4.10], [-12.63, -2.66, 6.42], [-14.60, -4.21, 6.79], [-15.60, -3.74, 2.67], [-13.89, -2.13, 2.30]],
  "molar_mass_g_mol": 1129.4,
  "spin_multiplicity": 6,
  "gap_ev": [4.62, 4.51]
}



Record 2
{
  "formula": "C46H47Br2N13PbS2",
  "method": "ωB97M-V with the def2-TZVPD basis set",
  "elements": ["Pb", "C", "N", "C", "C", "N", "C", "C", "C", "C", "C", "C", "N", "C", "N", "C", "C", "C", "C", "C", "C", "N", "H", "H", "H", "H", "H", "H", "H", "H", "H", "H", "H", "H", "H", "H", "H", "Br", "C", "C", "C", "N", "C", "C", "C", "C", "C", "Br", "C", "C", "N", "H", "H", "H", "H", "H", "H", "N", "C", "N", "C", "C", "C", "C", "C", "H", "H", "H", "H", "H", "H", "H", "H", "H", "H", "C", "N", "C", "C", "N", "C", "S", "H", "H", "H", "H", "H", "H", "H", "H", "S", "C", "C", "C", "N", "C", "C", "C", "C", "C", "N", "C", "C", "H", "H", "H", "H", "H", "H", "H", "H"],
  "coordinates": [[2.42, -0.18, -0.02], [3.07, -2.25, 3.38], [3.72, -1.09, 2.77], [5.00, -1.41, 2.23], [4.88, -2.27, 0.98], [3.77, -2.38, 0.27], [4.02, -3.41, -0.63], [3.14, -4.09, -1.47], [3.64, -5.22, -2.07], [4.96, -5.65, -1.94], [5.87, -4.93, -1.18], [5.34, -3.82, -0.51], [5.87, -3.06, 0.55], [1.59, -2.22, 3.22], [0.88, -1.38, 2.47], [-0.39, -1.82, 2.56], [-1.57, -1.34, 1.91], [-2.76, -1.94, 2.13], [-2.76, -3.11, 2.97], [-1.66, -3.66, 3.64], [-0.52, -3.00, 3.43], [0.79, -3.15, 3.88], [3.33, -2.28, 4.47], [3.49, -3.16, 3.01], [3.71, -0.31, 3.40], [5.65, -1.99, 2.95], [5.54, -0.53, 2.01], [2.15, -3.77, -1.63], [2.94, -5.85, -2.60], [5.34, -6.57, -2.41], [6.90, -5.18, -1.14], [6.80, -3.19, 0.97], [-1.48, -0.49, 1.25], [-3.68, -1.54, 1.67], [-3.76, -3.56, 3.15], [-1.80, -4.50, 4.27], [1.13, -4.06, 4.17], [6.33, 1.45, -5.59], [5.26, 0.90, -4.17], [5.70, 0.05, -3.15], [4.82, -0.29, -2.20], [3.55, 0.19, -2.10], [3.16, 1.05, -3.04], [3.99, 1.41, -4.09], [1.78, 1.54, -2.95], [1.26, 2.41, -3.91], [-0.03, 2.87, -3.82], [-0.80, 4.11, -5.04], [-0.78, 2.43, -2.72], [-0.23, 1.56, -1.79], [1.07, 1.14, -1.87], [6.73, -0.32, -3.09], [5.07, -1.02, -1.45], [3.66, 2.06, -4.88], [1.86, 2.76, -4.77], [-1.88, 2.64, -2.72], [-0.85, 1.12, -1.01], [0.58, -1.49, -0.71], [0.21, -2.01, -1.69], [-0.31, -2.49, -2.75], [-0.53, -3.94, -3.10], [-1.92, -4.19, -3.80], [-2.16, -3.23, -4.97], [-1.85, -1.81, -4.53], [-0.53, -1.58, -3.87], [-0.42, -4.55, -2.19], [0.33, -4.20, -3.76], [-2.67, -3.95, -3.01], [-1.95, -5.23, -4.10], [-3.20, -3.29, -5.29], [-1.51, -3.46, -5.82], [-2.66, -1.42, -3.92], [-1.91, -1.16, -5.42], [-0.47, -0.58, -3.49], [0.36, -1.72, -4.51], [-6.12, 1.26, -0.18], [-6.25, -0.17, -0.42], [-7.51, -0.89, -0.29], [-7.14, -2.27, -0.83], [-5.64, -2.25, -0.73], [-5.24, -0.94, -0.76], [-3.62, -0.47, -1.01], [-7.14, 1.67, 0.01], [-5.64, 1.75, -1.03], [-5.49, 1.40, 0.68], [-8.20, -0.40, -0.97], [-7.86, -0.88, 0.74], [-7.55, -2.35, -1.80], [-7.59, -3.08, -0.24], [-5.18, -2.81, -1.44], [-2.28, 5.78, 4.74], [-0.73, 5.19, 4.23], [-0.76, 4.22, 3.22], [0.49, 3.68, 2.91], [1.63, 4.02, 3.52], [1.59, 5.03, 4.39], [0.45, 5.69, 4.75], [-2.16, 7.48, 4.55], [-3.10, 8.26, 5.19], [-2.93, 9.64, 5.13], [-1.99, 10.21, 4.39], [-1.11, 9.50, 3.72], [-1.18, 8.14, 3.76], [-1.66, 3.85, 2.70], [0.62, 2.87, 2.21], [2.57, 5.30, 4.82], [0.53, 6.36, 5.60], [-3.96, 7.85, 5.74], [-3.66, 10.30, 5.63], [-0.42, 10.02, 3.14], [-0.51, 7.58, 3.11]],
  "charge": 4,
  "molar_mass_g_mol": 1213.1,
  "gap_ev": [3.72, 3.69],
  "e_above_lowest_kj_mol": 4.2
}



Record 3
{
  "formula": "C46H48BrF4N2O15P2",
  "method": "ωB97M-V with the def2-TZVPD basis set",
  "elements": ["C", "C", "C", "Br", "C", "C", "N", "C", "N", "C", "C", "C", "F", "F", "F", "C", "C", "P", "O", "O", "O", "P", "C", "C", "C", "F", "C", "C", "O", "O", "H", "H", "H", "H", "H", "H", "H", "H", "H", "H", "H", "H", "H", "H", "H", "H", "H", "H", "H", "H", "H", "H", "H", "H", "H", "H", "H", "H", "C", "C", "C", "O", "C", "C", "C", "O", "H", "H", "H", "H", "C", "C", "C", "O", "C", "C", "C", "O", "H", "H", "H", "H", "C", "C", "C", "O", "C", "C", "C", "O", "H", "H", "H", "H", "C", "C", "C", "O", "C", "C", "C", "O", "H", "H", "H", "H", "C", "C", "C", "O", "C", "C", "C", "O", "H", "H", "H", "H"],
  "coordinates": [[7.50, 1.77, 5.13], [6.92, 0.99, 3.83], [5.53, 1.72, 3.40], [5.99, 3.61, 3.02], [4.75, 0.96, 2.22], [5.82, 0.26, 1.20], [6.13, -1.15, 1.59], [4.00, -0.22, 3.05], [2.68, 0.01, 3.17], [1.87, -1.09, 3.78], [1.58, -2.17, 2.61], [2.01, -3.66, 2.95], [3.17, -3.76, 3.75], [2.35, -4.28, 1.70], [0.92, -4.43, 3.45], [2.24, 1.37, 2.66], [0.76, 1.08, 2.12], [-0.06, 2.49, 1.19], [-0.05, 2.28, -0.34], [-1.72, 2.61, 1.65], [0.61, 4.02, 1.48], [2.20, 2.49, 4.21], [2.59, 1.48, 5.80], [0.49, 3.22, 4.54], [3.43, 1.58, 1.58], [3.00, 0.61, 0.56], [3.48, 2.92, 0.73], [4.66, 2.90, -0.38], [4.45, 2.24, -1.43], [5.89, 3.57, -0.25], [8.11, 2.70, 4.84], [6.61, 2.06, 5.81], [8.21, 1.06, 5.66], [6.77, -0.10, 4.13], [7.72, 1.13, 3.02], [4.90, 1.72, 4.37], [5.40, 0.19, 0.13], [6.77, 0.90, 1.10], [7.15, -1.27, 1.65], [5.70, -1.82, 0.95], [4.42, -1.19, 3.48], [0.88, -0.76, 4.23], [2.49, -1.54, 4.63], [0.49, -2.20, 2.25], [2.19, -1.86, 1.68], [0.05, 0.81, 2.99], [0.70, 0.16, 1.42], [-1.96, 3.57, 1.72], [1.01, 4.41, 0.67], [2.81, 2.19, 6.68], [3.46, 0.76, 5.64], [1.67, 0.84, 6.03], [0.47, 4.33, 4.23], [-0.39, 2.64, 4.11], [0.36, 3.22, 5.69], [2.51, 2.95, 0.11], [3.49, 3.88, 1.34], [5.72, 4.38, 0.27], [2.76, -0.13, -3.97], [3.59, -0.04, -2.93], [3.97, -1.25, -2.16], [4.72, -1.17, -1.20], [3.39, -2.54, -2.58], [2.57, -2.62, -3.62], [2.19, -1.42, -4.40], [1.43, -1.50, -5.35], [2.47, 0.74, -4.55], [4.02, 0.90, -2.61], [3.68, -3.41, -2.00], [2.14, -3.57, -3.94], [-0.73, -5.28, 0.53], [-1.42, -6.42, 0.43], [-2.89, -6.45, 0.56], [-3.51, -7.49, 0.47], [-3.58, -5.16, 0.80], [-2.89, -4.02, 0.90], [-1.42, -4.00, 0.77], [-0.80, -2.95, 0.86], [0.34, -5.24, 0.44], [-0.93, -7.37, 0.26], [-4.65, -5.20, 0.89], [-3.38, -3.07, 1.08], [-5.43, -5.51, -3.15], [-4.83, -6.23, -4.09], [-3.62, -5.72, -4.78], [-3.07, -6.37, -5.65], [-3.11, -4.39, -4.38], [-3.72, -3.68, -3.43], [-4.92, -4.18, -2.74], [-5.48, -3.53, -1.87], [-6.32, -5.86, -2.63], [-5.19, -7.20, -4.40], [-2.23, -4.04, -4.89], [-3.36, -2.71, -3.12], [-6.77, 0.30, -1.59], [-6.16, -0.41, -2.54], [-4.96, 0.09, -3.23], [-4.40, -0.56, -4.10], [-4.44, 1.42, -2.82], [-5.05, 2.13, -1.88], [-6.26, 1.63, -1.19], [-6.81, 2.28, -0.32], [-7.65, -0.05, -1.08], [-6.52, -1.39, -2.85], [-3.56, 1.77, -3.34], [-4.69, 3.11, -1.57], [-6.17, 5.30, -5.58], [-7.20, 6.06, -5.97], [-8.06, 6.75, -4.99], [-8.99, 7.44, -5.34], [-7.74, 6.57, -3.55], [-6.71, 5.81, -3.16], [-5.85, 5.12, -4.15], [-4.92, 4.42, -3.79], [-5.53, 4.78, -6.28], [-7.44, 6.20, -7.01], [-8.38, 7.09, -2.85], [-6.46, 5.67, -2.12]],
  "charge": 1,
  "molar_mass_g_mol": 1086.7,
  "gap_ev": 7.17
}



Record 4
{
  "formula": "C46H48F6I2N5",
  "method": "ωB97M-V with the def2-TZVPD basis set",
  "elements": ["C", "C", "C", "N", "C", "N", "C", "N", "C", "I", "C", "C", "I", "N", "N", "C", "C", "H", "H", "H", "H", "H", "H", "H", "H", "H", "H", "H", "H", "H", "H", "H", "H", "H", "H", "F", "C", "C", "C", "C", "C", "C", "H", "H", "H", "H", "H", "F", "C", "C", "C", "C", "C", "C", "H", "H", "H", "H", "H", "F", "C", "C", "C", "C", "C", "C", "H", "H", "H", "H", "H", "F", "C", "C", "C", "C", "C", "C", "H", "H", "H", "H", "H", "F", "C", "C", "C", "C", "C", "C", "H", "H", "H", "H", "H", "F", "C", "C", "C", "C", "C", "C", "H", "H", "H", "H", "H"],
  "coordinates": [[3.68, -5.59, -1.75], [2.06, -5.77, -2.01], [1.50, -4.74, -3.20], [0.60, -3.74, -2.45], [0.67, -2.38, -2.61], [1.57, -1.58, -3.56], [1.22, -0.13, -3.29], [0.15, -0.20, -2.21], [-0.35, 1.17, -1.73], [-2.17, 2.16, -2.47], [0.51, 1.81, -0.65], [0.19, 3.25, 0.06], [2.33, 0.76, 0.11], [-0.25, -1.48, -1.77], [-1.19, -1.80, -0.80], [-2.45, -2.42, -1.40], [-3.62, -2.68, -0.23], [4.10, -6.61, -1.37], [3.80, -4.80, -0.86], [4.22, -5.20, -2.74], [1.76, -6.90, -2.23], [1.54, -5.49, -0.97], [0.92, -5.32, -4.04], [2.48, -4.23, -3.63], [-0.06, -4.16, -1.75], [1.63, 0.87, -3.71], [-0.30, 3.97, -0.72], [1.24, 3.66, 0.47], [-0.53, 3.02, 0.98], [-1.55, -0.92, -0.32], [-2.22, -3.46, -1.89], [-2.93, -1.64, -2.14], [-4.25, -3.64, -0.48], [-3.16, -2.81, 0.84], [-4.37, -1.76, -0.16], [-7.94, 0.66, -4.68], [-6.71, 0.27, -5.05], [-6.56, -0.55, -6.16], [-5.28, -0.95, -6.55], [-4.17, -0.53, -5.81], [-4.33, 0.28, -4.69], [-5.61, 0.69, -4.31], [-7.44, -0.87, -6.72], [-5.15, -1.58, -7.42], [-3.17, -0.85, -6.11], [-3.47, 0.60, -4.12], [-5.76, 1.33, -3.45], [-0.52, 2.03, -11.03], [-1.47, 2.07, -10.09], [-1.17, 2.59, -8.84], [-2.16, 2.64, -7.86], [-3.45, 2.16, -8.14], [-3.74, 1.64, -9.40], [-2.75, 1.60, -10.38], [-0.17, 2.95, -8.63], [-1.94, 3.05, -6.88], [-4.22, 2.20, -7.38], [-4.73, 1.26, -9.62], [-2.96, 1.20, -11.37], [2.25, 3.28, 2.66], [3.50, 3.49, 3.11], [4.25, 2.40, 3.55], [5.55, 2.62, 4.02], [6.07, 3.91, 4.04], [5.31, 4.99, 3.60], [4.02, 4.77, 3.12], [3.82, 1.41, 3.53], [6.15, 1.78, 4.36], [7.09, 4.07, 4.41], [5.72, 5.99, 3.62], [3.41, 5.60, 2.76], [4.22, 7.32, 2.48], [4.19, 8.49, 3.12], [5.32, 9.29, 3.13], [5.29, 10.52, 3.79], [4.13, 10.93, 4.44], [3.00, 10.12, 4.43], [3.02, 8.89, 3.76], [6.22, 8.96, 2.62], [6.18, 11.16, 3.80], [4.11, 11.89, 4.96], [2.09, 10.43, 4.95], [2.15, 8.25, 3.74], [-3.23, -1.81, 3.37], [-3.43, -2.88, 4.14], [-2.35, -3.68, 4.50], [-2.56, -4.80, 5.31], [-3.86, -5.11, 5.74], [-4.93, -4.30, 5.37], [-4.72, -3.18, 4.57], [-1.36, -3.43, 4.15], [-1.73, -5.43, 5.61], [-4.02, -5.98, 6.37], [-5.94, -4.55, 5.71], [-5.55, -2.54, 4.28], [0.36, -4.50, 5.12], [1.20, -5.08, 5.98], [0.75, -5.42, 7.25], [1.63, -6.03, 8.15], [2.95, -6.28, 7.76], [3.39, -5.92, 6.49], [2.51, -5.32, 5.59], [-0.27, -5.21, 7.53], [1.29, -6.31, 9.14], [3.64, -6.75, 8.47], [4.42, -6.11, 6.20], [2.84, -5.05, 4.59]],
  "charge": 1,
  "molar_mass_g_mol": 1038.7,
  "gap_ev": 7.04
}